Entry 1:
C4H3FS3 | ωB97M-V/def2-TZVPD

Each line ends with the Mulliken charge.
Atoms and positions in Å:
C: -0.03299 -0.24219 -2.89338  -0.829
C: 0.05696 0.25089 -1.67018  0.797
F: 0.14204 1.60401 -1.29539  -0.219
C: -0.03345 -0.48800 -0.53704  -0.437
S: -0.59339 -2.12071 -0.29857  -0.117
C: 0.18804 0.42858 0.69317  0.337
S: 1.66934 1.04699 0.99950  -0.161
S: -1.08557 0.27657 2.01833  -0.162
H: -0.17528 0.37439 -3.67056  0.354
H: 0.10481 -1.29030 -3.14508  0.271
H: -2.12551 -0.46149 1.41061  0.166

Output
Multiplicity: 1
LUMO in eV: -2.16
Relative energy (zero: lowest compared OMol25 entry of this formula, charge and spin) in eV: 1.4170
Structure (SMILES): C=C(F)C(=S)C(=S)S

Entry 2:
H80O40 | ωB97M-V/def2-TZVPD

Each line ends with the Mulliken charge.
Atoms and positions in Å:
H: 1.67399 2.62178 -4.98868  0.243
H: 0.81915 3.76839 -5.24707  0.303
O: 1.61522 3.51010 -4.77222  -0.611
H: -2.77637 -3.26686 2.26195  0.453
H: -4.02576 -3.63909 1.42263  0.187
O: -3.14144 -3.48987 1.43817  -0.490
H: -1.76395 -0.18574 -0.01450  0.319
H: -0.59233 -0.93609 0.18119  0.113
O: -1.47407 -1.11351 -0.00755  -0.568
H: -2.24094 -3.87439 -4.68279  0.356
H: -0.76289 -3.84134 -4.68546  0.272
O: -1.45064 -4.28225 -5.11595  -0.645
H: -1.45017 -0.56273 4.18513  0.125
H: -1.16845 0.79288 4.42862  0.327
O: -1.93135 0.12841 4.48538  -0.513
H: 3.90514 3.26199 -3.96713  0.299
O: 3.74244 4.12521 -4.13947  -0.665
H: 3.96620 -5.42102 0.55212  0.304
O: 3.56847 -4.46314 0.34552  -0.653
H: 4.58029 3.54420 1.83488  0.261
H: 5.19614 2.02298 1.58565  0.246
O: 4.81535 2.66992 2.25520  -0.592
H: -0.39930 2.06537 -4.85524  0.292
H: -0.92884 0.82801 -5.26771  0.324
O: -0.53889 1.54506 -5.69610  -0.680
H: -4.65821 2.79981 -0.27100  0.340
H: -4.53492 1.74200 -1.45407  0.220
O: -4.09505 2.43033 -0.91157  -0.587
H: -2.13438 4.41696 1.74531  0.272
H: -3.11980 3.34118 1.31333  0.293
O: -3.03310 4.26652 1.71816  -0.591
H: -0.08308 -1.46240 -1.35785  0.052
O: 0.65689 -1.55114 -1.92755  -0.155
H: 2.10278 4.71544 -1.20823  0.374
H: 3.45319 4.44653 -1.91368  0.352
O: 3.07389 4.75310 -1.08177  -0.686
H: -2.72478 1.43235 -0.78442  0.419
H: -1.35014 2.25688 -1.39280  0.215
O: -1.74967 1.27276 -1.10011  -0.682
H: -5.00960 -2.18020 3.57850  0.221
H: -4.51577 -3.54377 3.54622  0.283
O: -4.21505 -2.72474 3.78363  -0.554
H: -1.04602 -5.32419 -3.25183  0.383
H: -0.99681 -5.48826 -1.66046  0.325
O: -0.66969 -5.85153 -2.51043  -0.638
H: 1.81802 -1.74136 -4.45761  0.283
H: 2.98981 -2.37919 -5.05372  0.286
O: 2.17664 -2.59157 -4.54870  -0.601
H: 2.92300 -1.06464 3.19807  0.320
H: 4.21423 -1.61995 3.31122  0.249
O: 3.54693 -1.58825 2.60582  -0.721
H: 0.55071 2.42994 3.29231  0.198
O: 1.20534 2.37891 2.59904  -0.475
H: -5.76448 0.78935 3.24867  0.222
H: -4.50548 0.41272 4.02740  0.327
O: -5.42529 0.13808 3.71985  -0.584
H: 5.52010 0.47944 4.13098  0.289
O: 4.74013 0.81565 4.56476  -0.573
H: -6.31355 -1.23100 -2.01271  0.356
H: -6.33956 -0.09043 -2.96099  0.328
O: -6.21154 -0.19280 -1.88696  -0.656
H: 3.78007 0.96538 -0.29386  -0.098
H: 3.45983 -0.09534 0.85060  0.186
O: 3.92264 0.70060 0.64799  0.214
H: -4.49058 -3.30317 -2.93991  0.298
H: -4.49077 -3.47847 -1.51738  0.279
O: -5.05345 -3.34893 -2.22823  -0.589
H: 0.30351 5.24914 -1.50676  0.189
H: 0.63309 6.01067 -2.59234  0.356
O: 0.50876 6.17341 -1.68405  -0.621
H: 0.98921 -2.71565 3.21619  0.350
H: 0.29453 -1.80062 4.29338  0.257
O: 1.03685 -1.90313 3.83606  -0.709
H: 0.58860 0.09429 -2.64019  0.139
H: -0.59431 0.59487 -2.39307  0.194
O: -0.04519 0.59881 -3.08547  -0.028
H: -1.91707 -3.43824 -1.15708  0.128
H: -1.21389 -3.13007 -2.52074  0.262
O: -1.91486 -3.67325 -2.10885  -0.476
H: 2.17025 -2.06196 1.81469  0.424
H: 2.33194 -3.27195 0.76751  0.250
O: 1.71852 -2.66289 1.03123  -0.605
H: -0.03770 1.84227 6.56099  0.335
H: 0.01084 3.23199 5.88781  0.277
O: -0.40100 2.41958 5.73712  -0.606
H: 5.29924 -0.78765 1.69479  0.318
H: 6.50813 -1.70363 1.60420  0.299
O: 6.26103 -0.81311 1.69759  -0.649
H: 2.06887 2.18703 0.06015  0.034
O: 1.18738 2.39137 -0.05739  -0.302
H: 0.51516 3.15038 -1.23544  0.305
H: 0.18085 3.65082 -2.63564  0.323
O: -0.07940 3.58782 -1.76652  -0.295
H: 1.56019 3.21853 2.28478  0.264
H: 2.79222 4.15086 -3.85829  0.339
H: 4.93038 1.67234 4.36327  0.258
H: 3.22867 -4.70471 -0.52427  0.316
H: 1.41580 -2.10142 -1.72472  0.082
H: 0.68283 2.76852 0.58182  0.117
O: 0.59979 -5.08128 2.49501  -0.639
H: 1.33690 -4.77873 1.91240  0.323
H: -0.18542 -4.77200 1.97705  0.319
O: 4.36168 -1.39149 -2.24469  -0.465
H: 4.43498 -2.18967 -2.80801  0.251
H: 5.05580 -0.83286 -2.47076  0.253
O: 3.76108 2.27995 -2.04757  -0.585
H: 3.55154 1.32830 -1.99500  0.105
H: 4.70649 2.27741 -1.86398  0.319
O: -6.22407 2.45963 0.45004  -0.671
H: -6.39537 1.63163 0.26315  0.298
H: -5.80273 2.34770 1.31693  0.298
O: -1.21994 -1.64989 2.54743  0.128
H: -1.45332 -1.60212 1.56275  0.187
H: -0.73844 -2.55661 2.63576  0.010
O: -2.20931 -4.22221 3.83694  -0.597
H: -1.98484 -5.21646 3.86968  0.269
H: -2.54556 -3.78404 4.62883  0.275
O: -1.99641 5.39571 -0.65637  -0.539
H: -1.95970 4.56464 -1.25183  0.226
H: -2.94696 5.62711 -0.79104  0.307

Output
Multiplicity: 1
LUMO in eV: -0.62
Relative energy (zero: lowest compared OMol25 entry of this formula, charge and spin) in eV: 14.0473

Entry 3:
C6H10 | ωB97M-V/def2-TZVPD

Each line ends with the Mulliken charge.
Atoms and positions in Å:
C: 1.57222 -0.26998 0.91949  -1.422
C: 0.59060 -0.96088 -0.00546  0.106
C: -0.89460 -0.77286 0.01935  -0.274
C: -1.28200 0.64711 0.38383  -0.712
C: -0.43103 1.13530 -0.85457  -0.706
C: -0.08895 -0.32142 -1.18914  -0.301
H: 1.60405 -0.76976 1.89447  0.321
H: 1.31380 0.77819 1.09800  0.350
H: 2.58452 -0.29119 0.49944  0.324
H: 0.84680 -2.00136 -0.19864  0.418
H: -1.57039 -1.61529 0.05602  0.375
H: -2.37810 0.80234 0.27976  0.303
H: -1.01166 1.02171 1.37438  0.253
H: 0.43675 1.80650 -0.71794  0.302
H: -1.23701 1.60098 -1.38607  0.316
H: -0.05498 -0.78941 -2.17293  0.348

Output
Multiplicity: 1
LUMO in eV: 1.18
Relative energy (zero: lowest compared OMol25 entry of this formula, charge and spin) in eV: 1.5611
Structure (SMILES): C[C@H]1[C@H]2CC[C@@H]12

One value per record, in order, for energy: -39416.373, -83191.768, -6382.298 eV.